Record 1
This record from OMol25 describes a cluster of 7 separate species, C23H35ClN3O20S in total. The level of theory is ωB97M-V with the def2-TZVPD basis set.

Net charge: +1
Orbital gap: 9.206 eV
LUMO: -3.10 eV
Multiplicity: 1

Element x y z (Å)
O  -5.351  3.055  -3.367
S  -4.885  2.568  -2.095
O  -5.689  2.833  -0.919
C  -3.196  3.194  -1.747
N  -2.235  2.121  -1.712
C  -2.083  1.322  -0.659
N  -2.835  1.576  0.442
C  -2.781  0.576  1.545
C  -1.473  -0.226  1.593
C  -0.444  0.247  0.583
Cl  0.887  -0.913  0.497
N  -1.149  0.317  -0.731
H  -4.715  1.207  -2.129
H  -3.169  3.799  -0.845
H  -2.960  3.841  -2.590
H  -1.646  1.985  -2.517
H  -3.816  1.689  0.191
H  -3.625  -0.111  1.503
H  -2.876  1.112  2.489
H  -1.721  -1.253  1.314
H  -1.033  -0.293  2.586
H  -0.079  1.240  0.849
H  -0.478  0.563  -1.455
C  5.287  -4.033  0.032
C  4.132  -3.630  -0.864
O  3.022  -3.646  0.047
C  3.498  -3.475  1.294
O  2.817  -3.268  2.252
O  4.839  -3.552  1.318
H  6.228  -3.564  -0.245
H  5.425  -5.109  0.086
H  4.246  -2.616  -1.257
H  3.963  -4.316  -1.685
C  1.940  -1.575  5.864
C  0.987  -2.451  5.080
O  -0.217  -1.665  5.076
C  0.132  -0.371  5.259
O  -0.613  0.550  5.130
O  1.432  -0.260  5.592
H  2.973  -1.661  5.536
H  1.890  -1.755  6.938
H  1.312  -2.603  4.049
H  0.815  -3.417  5.545
C  -2.083  6.909  -0.688
C  -0.750  7.621  -0.593
O  0.121  6.581  -0.116
C  -0.411  5.398  -0.452
O  0.128  4.340  -0.359
O  -1.673  5.550  -0.929
H  -2.709  7.272  -1.499
H  -2.646  6.946  0.246
H  -0.386  7.964  -1.562
H  -0.759  8.457  0.100
C  5.170  -1.124  3.899
C  6.402  -1.954  3.621
O  7.115  -1.878  4.859
C  6.221  -1.602  5.842
O  6.457  -1.636  7.002
O  5.009  -1.283  5.311
H  4.289  -1.481  3.369
H  5.320  -0.064  3.679
H  6.160  -2.996  3.415
H  7.007  -1.560  2.808
C  4.025  -6.142  -5.010
C  5.235  -7.026  -5.218
O  5.939  -6.870  -3.980
C  5.054  -6.500  -3.034
O  5.289  -6.456  -1.867
O  3.858  -6.184  -3.587
H  3.133  -6.508  -5.510
H  4.206  -5.108  -5.312
H  4.970  -8.077  -5.341
H  5.856  -6.714  -6.053
C  -9.332  3.944  -3.169
C  -8.254  3.714  -4.205
O  -8.921  2.883  -5.160
C  -10.259  3.092  -5.044
O  -11.074  2.680  -5.799
O  -10.530  3.838  -3.942
H  -9.271  4.920  -2.694
H  -9.342  3.171  -2.398
H  -7.946  4.639  -4.697
H  -7.378  3.215  -3.808

=====

Record 2
This record from OMol25 describes a cluster of 2 separate species, C7H9N in total. The level of theory is ωB97M-V with the def2-TZVPD basis set.

Orbital gap: 8.776 eV
Structure (SMILES): C=CC#CC.C=C=N
Energy relative to the best compared isomer or geometry (same formula, charge and spin): 136.3 kcal/mol
LUMO: 0.35 eV
Multiplicity: 1

Element x y z (Å)
C  2.438  1.826  0.790
C  1.410  1.141  0.305
C  0.045  1.195  0.405
C  -1.017  0.569  0.244
C  -2.475  0.513  0.363
H  3.459  1.520  0.607
H  2.298  2.732  1.364
H  1.552  0.010  -0.155
H  -2.938  0.377  -0.614
H  -2.776  -0.335  0.979
H  -2.853  1.444  0.788
C  1.028  -1.517  -0.572
C  -0.320  -1.393  -0.716
N  -1.404  -1.730  -1.209
H  1.410  -1.958  0.339
H  1.628  -1.681  -1.458
H  -1.486  -2.715  -1.460

=====

Record 3
This record from OMol25 describes a structure of composition C34H52Br3Cl2F5LiNO20S2V. The level of theory is ωB97M-V with the def2-TZVPD basis set.

Net charge: -1
Orbital gap: 1.333 eV
LUMO: -2.87 eV
Multiplicity: 1

Element x y z (Å)
C  1.919  -3.690  4.299
C  1.140  -2.413  3.833
Br  1.404  -1.746  2.015
C  0.238  -1.694  4.548
Br  -0.329  -2.116  6.361
C  -0.260  -0.472  3.700
C  0.427  0.841  3.884
C  1.564  0.970  4.940
O  1.318  0.617  6.065
O  2.805  1.502  4.685
C  -0.054  1.958  3.052
C  -1.149  1.727  2.101
Br  -1.763  3.238  1.032
N  -1.769  0.509  1.951
C  -1.361  -0.571  2.714
C  -2.063  -1.980  2.602
C  -3.176  -2.018  3.727
C  -3.903  -3.424  3.904
C  -3.968  -3.696  5.475
C  -3.146  -4.653  3.270
H  2.643  -3.372  5.100
H  1.249  -4.507  4.673
H  2.522  -4.073  3.425
H  2.934  1.639  3.724
H  0.411  2.973  3.170
H  -2.529  0.368  1.276
H  -2.522  -2.009  1.568
H  -1.294  -2.791  2.683
H  -3.920  -1.192  3.481
H  -2.669  -1.718  4.692
H  -4.971  -3.314  3.559
H  -4.582  -2.884  5.979
H  -2.937  -3.594  5.928
H  -4.415  -4.704  5.717
H  -2.067  -4.729  3.549
H  -3.324  -4.695  2.152
H  -3.642  -5.581  3.689
C  2.415  0.819  -0.476
C  1.244  1.001  -1.390
O  0.583  2.130  -0.836
C  1.551  2.870  -0.245
O  1.413  4.011  0.093
O  2.699  2.157  -0.071
F  0.413  -0.072  -1.321
H  2.133  0.229  0.379
H  3.278  0.366  -0.964
H  1.506  1.205  -2.436
F  -1.186  0.197  0.228
O  -3.329  -5.783  9.929
V  -3.168  -6.202  8.273
O  -3.010  -6.626  6.603
C  6.997  4.540  -0.513
C  5.832  5.042  -1.353
O  6.097  5.076  -2.740
C  5.985  3.839  -3.512
O  4.838  3.245  -3.306
C  7.214  2.881  -3.325
F  8.381  3.582  -3.226
F  7.373  2.071  -4.400
F  7.164  2.077  -2.243
H  7.949  4.919  -0.888
H  6.875  4.853  0.529
H  7.045  3.452  -0.512
H  5.655  6.087  -1.072
H  4.907  4.506  -1.118
H  6.167  4.226  -4.535
Cl  1.812  -2.431  -6.017
C  0.660  -1.088  -5.793
C  1.358  0.246  -5.657
Cl  2.268  0.377  -4.134
H  0.048  -1.311  -4.919
H  0.011  -1.079  -6.669
H  0.620  1.050  -5.653
H  2.049  0.424  -6.480
O  -0.830  -4.885  12.691
S  -1.467  -3.611  12.337
O  -0.855  -2.516  13.096
O  -2.900  -3.679  12.651
O  -1.282  -3.360  10.896
O  -2.513  5.656  -0.493
C  -1.781  6.125  -1.327
O  -2.193  6.502  -2.560
C  -1.056  6.912  -3.340
C  0.008  7.281  -2.328
C  -0.294  6.332  -1.183
H  -0.753  6.078  -3.978
H  -1.332  7.757  -3.971
H  1.021  7.192  -2.718
H  -0.137  8.313  -1.997
H  0.213  5.370  -1.305
H  -0.052  6.773  -0.218
O  -7.938  2.480  -0.243
S  -7.559  2.523  -1.628
O  -6.777  1.480  -2.225
O  -6.864  3.935  -1.935
C  -5.747  4.339  -1.127
C  -4.475  3.617  -1.520
C  -9.004  2.775  -2.612
H  -5.970  4.196  -0.066
H  -5.615  5.410  -1.287
H  -4.539  2.552  -1.288
H  -3.621  4.029  -0.985
H  -4.297  3.703  -2.594
H  -9.581  3.595  -2.188
H  -9.587  1.855  -2.590
H  -8.701  2.999  -3.632
O  2.055  -9.581  -6.628
C  2.808  -8.649  -6.503
O  2.343  -7.463  -6.074
C  3.177  -6.354  -5.711
C  3.554  -5.531  -6.926
C  4.255  -8.765  -6.908
H  4.049  -6.689  -5.145
H  2.586  -5.739  -5.031
H  4.135  -6.114  -7.643
H  4.142  -4.659  -6.632
H  2.657  -5.191  -7.447
H  4.339  -8.601  -7.983
H  4.598  -9.772  -6.671
H  4.917  -8.082  -6.380
Li  -5.743  -2.135  2.601

=====

Record 4
This record from OMol25 describes a structure of composition C28H29AsF6MgN5. The level of theory is ωB97M-V with the def2-TZVPD basis set.

Orbital gap (spin up / spin down): 5.621 / 7.027 eV
Energy relative to the best compared isomer or geometry (same formula, charge and spin): 81.1 kcal/mol
Expectation value of S²: 0.78
LUMO (spin up / spin down): -0.25 / -0.27 eV
Multiplicity: 2

Element x y z (Å)
Mg  -0.552  0.416  0.126
C  1.754  1.300  -1.953
N  0.880  0.130  -1.658
C  -0.337  0.159  -2.522
C  1.694  -1.026  -1.937
C  1.848  -1.397  -3.278
C  2.717  -2.381  -3.697
C  3.509  -3.020  -2.760
C  3.368  -2.675  -1.434
C  2.458  -1.706  -0.998
N  2.426  -1.692  0.524
C  2.829  -0.646  1.567
C  4.038  -1.055  2.133
C  4.505  -0.572  3.339
C  3.705  0.313  4.032
C  2.545  0.779  3.444
C  2.090  0.378  2.184
N  1.094  1.218  1.552
C  0.024  1.650  2.497
C  1.835  2.441  1.128
H  1.920  1.370  -3.032
H  2.714  1.148  -1.462
H  1.299  2.218  -1.610
H  -0.134  0.486  -3.544
H  -1.066  0.872  -2.136
H  -0.788  -0.833  -2.531
H  1.267  -0.869  -4.018
H  2.789  -2.626  -4.747
H  4.219  -3.783  -3.046
H  3.972  -3.208  -0.711
H  4.627  -1.820  1.636
H  5.446  -0.922  3.738
H  3.993  0.674  5.010
H  1.981  1.535  3.965
H  0.395  2.361  3.238
H  -0.407  0.778  2.986
H  -0.754  2.161  1.931
H  2.245  2.945  2.009
H  1.163  3.116  0.613
H  2.660  2.164  0.476
C  1.571  -5.037  1.903
C  0.212  -4.897  2.203
C  -0.447  -3.717  1.986
C  0.183  -2.554  1.442
C  1.526  -2.756  1.104
C  2.206  -3.950  1.356
N  -0.492  -1.381  1.281
N  -1.612  -1.414  2.068
C  -2.627  -0.526  1.755
C  -3.747  -0.622  2.605
C  -4.848  0.174  2.378
C  -4.835  1.073  1.312
C  -3.708  1.173  0.500
C  -2.566  0.388  0.681
H  2.108  -5.955  2.090
H  -0.337  -5.733  2.617
H  -1.492  -3.621  2.228
H  3.286  -2.219  0.625
H  3.266  -4.028  1.134
H  -3.723  -1.337  3.420
H  -5.716  0.101  3.023
H  -5.698  1.701  1.124
H  -3.730  1.907  -0.298
F  -0.563  2.374  -0.479
As  -1.200  3.902  -1.313
F  -2.050  4.223  0.139
F  -2.496  2.936  -1.903
F  -1.762  5.324  -2.070
F  -0.270  3.430  -2.696
F  0.208  4.680  -0.678

=====

Record 5
This record from OMol25 describes a cluster of 2 separate species, CH3P in total. The level of theory is ωB97M-V with the def2-TZVPD basis set.

Orbital gap (spin up / spin down): 8.908 / 8.761 eV
Energy relative to the best compared isomer or geometry (same formula, charge and spin): 104.2 kcal/mol
LUMO (spin up / spin down): -1.04 / -0.45 eV
Multiplicity: 1

Element x y z (Å)
C  0.127  0.669  0.050
P  -1.329  -0.135  0.051
H  0.184  1.830  0.065
H  1.905  -0.790  -0.138
H  -0.887  -1.574  -0.028

=====

Across the entries above, max |F| takes the values 0.041 0.042 0.076 0.009 0.044 hartree/bohr, respectively.